The following is a quantum chemistry calculation of a 9-piece molecular cluster, C19H56N6O11 overall, from the Open Molecules 2025 dataset.

* total energy: -1913.6783 Eh
* SMILES: NC(N)=O.NC(N)=O.NC(N)=O.CC(C)O.CC(C)O.CC(C)O.CC(C)O.OCCO.OCCO
* charge: 0

Structure (XYZ):
```
92
Properties=species:S:1:pos:R:3:forces:R:3:lowdin_charge:R:1
N -0.314 0.038 -3.885 5.086 -1.234 2.762 0.198
C -1.382 0.485 -4.394 -4.035 -3.774 -2.081 -0.808
N -1.581 1.761 -4.351 -0.783 3.924 -0.021 0.171
O -2.227 -0.294 -4.877 -0.175 0.416 -0.401 -0.021
H 0.269 0.667 -3.350 0.537 -0.236 -0.108 0.076
H -0.020 -0.927 -3.912 -0.333 0.037 -0.026 0.095
H -0.853 2.361 -3.991 -0.398 0.267 -0.438 0.115
H -2.317 2.051 -4.980 0.235 0.518 0.396 0.125
N -2.382 -1.177 3.255 -1.654 3.188 2.114 0.194
C -2.135 -1.903 2.224 -1.007 1.282 -4.496 -0.753
N -1.575 -2.979 2.565 2.715 -5.320 1.840 0.203
O -2.411 -1.626 1.041 -0.744 0.490 0.601 0.002
H -2.841 -0.310 3.014 0.215 0.417 1.051 0.071
H -1.933 -1.377 4.137 -0.343 0.699 -0.213 0.128
H -1.082 -3.615 1.955 -0.452 0.126 0.235 0.134
H -1.641 -3.050 3.570 0.908 -1.515 -0.390 0.122
N -0.479 -0.546 -0.328 -3.246 -2.111 -2.982 0.236
C 0.393 0.099 0.332 2.315 -1.607 -3.504 -0.765
N -0.015 0.581 1.411 -1.872 3.218 6.346 0.248
O 1.542 0.133 -0.081 3.289 1.439 -0.269 -0.012
H -0.312 -0.848 -1.277 0.142 -0.054 0.277 0.124
H -1.326 -0.800 0.159 -0.473 -0.305 -0.564 0.039
H 0.597 1.155 1.974 -0.219 0.110 -0.159 0.088
H -1.011 0.722 1.498 0.171 0.109 0.340 0.112
C -5.103 -0.382 -2.504 0.019 1.478 -0.784 -0.052
C -4.200 -0.284 -1.299 0.672 0.831 -0.052 -0.490
C -3.499 1.092 -1.127 -0.652 0.068 -0.182 -0.043
O -4.977 -0.473 -0.130 -0.191 -0.574 0.122 -0.056
H -5.677 0.534 -2.647 -0.335 0.226 0.422 0.074
H -5.832 -1.191 -2.545 0.507 -0.281 0.267 0.083
H -4.458 -0.339 -3.381 0.025 -0.625 -0.207 0.066
H -3.407 -1.006 -1.491 -0.025 -0.621 0.742 0.122
H -4.310 1.773 -0.869 -0.014 0.401 -0.398 0.077
H -2.915 1.442 -1.977 -0.286 -0.072 -0.263 0.059
H -2.828 1.180 -0.272 0.085 -0.669 0.202 0.048
H -4.368 -0.612 0.599 0.289 -0.211 0.080 0.045
C 4.125 0.258 -2.741 1.762 -1.019 -0.482 -0.062
C 3.405 1.514 -2.967 -0.332 0.805 -0.209 -0.473
C 3.433 1.949 -4.458 -1.516 0.439 0.490 -0.036
O 2.071 1.275 -2.486 -0.280 1.032 -1.488 -0.084
H 3.723 -0.504 -3.409 -0.246 -0.249 0.208 0.082
H 4.161 -0.071 -1.702 -0.274 -0.095 -0.050 0.082
H 5.154 0.353 -3.087 0.298 0.062 0.136 0.087
H 3.824 2.325 -2.371 0.222 0.115 0.117 0.129
H 3.082 2.976 -4.566 -0.044 0.216 0.296 0.068
H 2.655 1.389 -4.976 0.243 -0.414 -0.236 0.076
H 4.367 1.942 -5.019 0.178 -0.573 0.523 0.079
H 2.121 1.044 -1.556 -0.133 -0.343 0.569 0.030
C -3.830 2.043 5.361 0.031 0.086 0.267 -0.041
C -3.408 2.435 3.925 0.694 1.215 1.364 -0.504
C -2.018 3.049 3.734 -1.493 0.957 1.134 -0.032
O -3.435 1.357 3.081 -0.948 -1.756 -1.065 -0.075
H -4.000 2.887 6.029 0.260 0.365 -0.254 0.078
H -3.156 1.378 5.901 0.379 -0.053 -0.323 0.077
H -4.796 1.538 5.381 -0.147 -0.157 -0.422 0.074
H -4.173 3.119 3.556 0.075 0.581 0.149 0.138
H -1.202 2.332 3.837 -0.107 0.077 -0.246 0.078
H -1.980 3.785 4.537 0.650 0.167 0.059 0.079
H -2.063 3.628 2.812 0.591 -0.407 -0.182 0.087
H -4.357 1.095 3.142 -0.278 -0.669 -0.648 0.109
C 2.947 1.475 2.991 0.568 0.206 1.217 -0.065
C 2.848 2.905 2.564 -0.189 -0.738 -3.050 -0.473
C 3.440 3.093 1.122 0.443 0.560 1.483 -0.034
O 1.490 3.232 2.325 -1.008 0.653 1.149 -0.080
H 4.001 1.394 3.258 0.094 -0.769 -0.065 0.089
H 2.637 0.719 2.270 0.240 0.313 -0.279 0.061
H 2.381 1.328 3.911 -0.082 -0.082 0.129 0.083
H 3.255 3.604 3.296 0.328 -0.201 0.046 0.138
H 2.780 2.651 0.376 0.118 -0.333 0.276 0.068
H 4.462 2.717 1.067 0.036 0.074 -0.300 0.079
H 3.410 4.172 0.969 0.356 0.063 -0.361 0.073
H 1.464 4.154 2.588 -0.796 0.134 -0.223 0.092
O 1.481 -2.331 -3.269 -0.466 -0.833 1.104 -0.075
C 1.651 -3.394 -2.280 1.266 -0.415 -0.838 -0.216
C 0.852 -4.629 -2.572 1.296 0.573 0.013 -0.297
O -0.469 -4.455 -2.266 -2.070 -0.011 -0.057 -0.038
H 2.187 -1.721 -3.043 0.010 0.403 -0.085 0.044
H 2.672 -3.756 -2.400 0.432 0.223 0.270 0.123
H 1.544 -3.107 -1.234 -0.239 0.516 -0.222 0.094
H 1.246 -5.400 -1.909 0.116 -0.217 -0.143 0.120
H 0.999 -4.901 -3.617 0.087 -0.308 -0.118 0.127
H -0.853 -4.053 -3.049 -0.525 0.173 0.165 0.096
O 3.186 -1.791 0.091 1.664 -1.523 0.335 -0.097
C 3.428 -2.440 1.346 -2.055 0.359 -0.932 -0.195
C 2.228 -3.359 1.706 1.613 0.512 0.850 -0.255
O 2.256 -4.507 0.887 -0.699 0.089 -0.032 -0.052
H 2.579 -1.051 0.164 -0.554 0.519 0.237 -0.007
H 4.326 -3.053 1.271 -0.033 0.058 -0.064 0.120
H 3.536 -1.697 2.137 0.199 0.042 0.222 0.101
H 1.252 -2.872 1.721 0.022 0.486 -0.627 0.097
H 2.365 -3.633 2.752 0.188 -0.352 0.377 0.104
H 1.325 -4.725 0.808 0.079 -0.595 -0.441 0.075
```
Positions in Å, forces in eV/Å.